This record from OMol25 describes C3H5NO3S as an isolated structure. The level of theory is ωB97M-V/def2-TZVPD.

Output
Net charge: 0
E_LUMO in eV: -0.67
Gap between HOMO and LUMO in Eh: 0.3350
2S+1: 1
Strongest force on any atom in Eh/bohr: 0.106
Energy above the lowest of the compared OMol25 structures with the same formula, charge and spin in eV: 4.718
E in Eh: -795.82346

Each line ends with the Mulliken charge.
Element x y z (Å)
1 C 1.32412 0.07075 0.97615  -0.75
2 C 0.26837 1.03912 0.29334  0.58
3 C -1.22545 -0.93827 0.30618  0.21
4 H 1.70235 -2.27138 -0.06975  0.17
5 H 2.06151 0.63118 1.46189  0.31
6 H 0.76956 -0.67878 1.51025  0.35
7 H -2.68196 -0.02903 -0.79142  0.37
8 H -0.50115 -1.39448 1.09913  0.15
9 N -0.79214 0.18025 -0.30233  0.31
10 O 0.23738 2.22106 0.10614  -0.47
11 O -2.05795 0.80759 -0.58952  -0.48
12 O -2.38706 -1.46281 0.22485  -0.61
13 S 2.22834 -0.69222 -0.52996  -0.14

Force components x, y, z for each atom (eV/Å):
-0.888 1.102 -3.454
-0.649 -0.890 -0.442
-1.476 -4.284 3.014
1.371 3.680 -1.342
0.715 0.687 1.183
0.837 0.139 0.544
1.841 2.039 0.805
-1.446 0.262 -1.850
-2.493 0.732 0.689
0.498 -1.329 0.604
-0.313 -0.313 -1.773
3.855 1.932 -0.388
-1.852 -3.756 2.411